1.
Here is C28H24BrCl7ErN5O5 as an isolated structure in a non-equilibrium geometry from the Open Molecules 2025 dataset. Energies are from ωB97M-V with the def2-TZVPD basis set.

Last column: Löwdin spin population.
Atoms and positions in Å:
Er -0.4066 0.8587 0.8711  3.019
Br -5.8447 2.5721 5.1312  0.000
Cl -0.4776 -3.0780 3.4421  0.000
Cl 1.6664 -5.1615 3.1417  0.000
Cl -1.9144 2.7718 -3.6515  0.000
Cl 2.9902 0.8053 2.3566  0.000
Cl -6.3616 -0.2312 -4.1309  0.000
Cl 5.2757 -1.3609 1.8019  0.000
Cl 4.5882 -4.3935 2.2004  0.000
O 1.6262 1.4677 -0.1966  -0.002
O 0.3081 3.0523 1.1995  -0.003
O -2.3108 -0.5840 0.7569  -0.002
O -1.4025 1.2279 -1.2316  -0.003
O 0.3493 -0.4243 2.4696  -0.003
N 1.2987 3.6071 0.5729  0.000
N -0.3574 -2.2849 -0.4561  0.000
N 1.9326 2.7644 -0.1522  0.000
N 0.3348 -1.0525 -0.4455  -0.003
N -2.1168 1.6950 2.5382  -0.003
C 2.6351 4.5096 -1.6094  0.000
C -3.8539 3.1655 3.1942  0.000
C 5.2346 3.6138 -1.7297  0.000
C -4.1441 1.2127 -3.6562  0.000
C 2.9914 3.3685 -0.8779  0.000
C 3.7217 -1.8104 2.2980  0.000
C 0.0015 -3.0226 -2.7144  0.000
C 1.1150 -2.6148 2.8780  0.000
C 4.3021 2.9185 -0.9130  0.000
C 4.8339 4.7332 -2.4649  0.000
C -3.2177 -0.3443 -1.4663  0.000
C -4.2659 2.2044 4.1242  0.000
C -3.4599 1.1165 4.3462  0.000
C 1.3502 -1.2669 2.6428  0.000
C -0.2341 -4.6946 -0.8221  0.000
C 1.8670 -3.3108 -1.0299  0.000
C -2.4570 0.9100 3.4777  0.000
C -4.3968 -0.7136 -2.2072  0.000
C 2.1336 -3.5568 2.7834  0.000
C -2.8912 1.4540 -3.1182  0.000
C 0.3306 -3.3370 -1.2687  0.000
C -4.8448 0.0273 -3.2626  0.000
C -3.0059 -1.0013 -0.1897  0.000
C 3.5673 5.2027 -2.4184  0.000
C 3.3931 -3.1865 2.3738  0.000
C 2.7099 -0.8734 2.5549  0.000
C -2.7358 2.8696 2.4301  0.000
C -2.4378 0.8148 -1.8705  0.000
H 0.5146 -3.7891 -3.3299  0.000
H -1.2877 -4.8563 -0.9471  0.000
H 0.4603 -1.9958 -2.9884  0.000
H 0.3726 -5.4567 -1.3294  0.000
H 5.6391 5.1833 -3.0580  0.000
H 1.3445 -1.2458 -0.3538  0.000
H 4.6223 1.9258 -0.3750  0.000
H 3.2589 6.0703 -2.9664  0.000
H 0.0465 -4.8158 0.2571  0.000
H -1.0952 -3.1486 -2.9541  0.000
H 6.2815 3.2973 -1.8064  0.000
H -4.4150 4.0472 3.1144  0.000
H -3.7664 0.3446 5.1237  0.000
H -3.8052 -1.7261 0.1424  0.000
H -4.9493 -1.5956 -1.8059  0.000
H 2.0716 -3.4156 -0.0072  0.000
H 2.2608 -2.3926 -1.4890  0.000
H -0.3337 -2.5105 0.5247  0.000
H 2.2676 -4.1571 -1.5095  0.000
H 0.1814 -0.6199 -1.3798  0.000
H -2.2919 3.5442 1.7810  0.000
H -1.9012 -0.0899 3.6154  0.000
H 1.5963 4.7524 -1.6630  0.000
H -4.4925 2.0102 -4.2977  0.000

2S+1 ... 4
Kohn-Sham gap (alpha / beta) ... 7.8 / 7.8 eV


2.
Here is an isolated ion of composition C13H30BO and charge -1 in a non-equilibrium geometry from the Open Molecules 2025 dataset. Energies are from ωB97M-V with the def2-TZVPD basis set.

Last column: natural (NBO) charge in e.
Atoms and positions in Å:
O -0.5792 -3.0178 2.5080  -0.559
C -0.7031 -3.5984 1.2182  -0.254
C 1.5812 2.2647 -0.8069  -0.401
C 0.8953 -0.1793 1.9667  -0.386
C 2.5397 1.3113 -1.5614  -0.385
C 0.0331 -0.7485 3.0910  -0.422
C -1.0436 -1.6687 2.5551  -0.058
C -3.0453 0.5150 -1.8469  -0.391
C 1.9341 -1.1627 1.3914  -0.642
C 3.1295 0.2069 -0.6648  -0.614
C -0.5574 1.1569 -1.8384  -0.404
C -1.9935 1.5112 -2.3230  -0.385
C 0.1280 2.3925 -1.2956  -0.382
C -3.4474 0.7563 -0.3784  -0.612
B 2.1370 -1.0697 -0.2517  -0.136
H -0.2148 -2.9741 0.4711  0.206
H -0.6564 0.3926 -1.0822  0.218
H 0.0304 3.2038 -2.0124  0.176
H -1.9062 -1.6395 3.2307  0.154
H 2.1128 0.8945 -2.4676  0.183
H -1.7573 -3.7326 0.9614  0.146
H 1.4188 0.7000 2.3411  0.182
H 0.2659 0.1640 1.1447  0.181
H 3.3886 1.9213 -1.8836  0.164
H -2.0057 1.5113 -3.4130  0.187
H 1.6900 -2.1729 1.7129  0.187
H -4.4819 0.4710 -0.2313  0.197
H 0.6707 -1.3160 3.7598  0.208
H 2.0042 3.2649 -0.8869  0.181
H -0.1855 -4.5501 1.2367  0.181
H -1.3627 -1.3336 1.5726  0.168
H 3.5842 0.6846 0.2066  0.168
H 2.9100 -0.9583 1.8367  0.180
H -0.4679 2.7043 -0.4353  0.186
H -0.4218 0.0628 3.6596  0.180
H -2.6320 -0.4846 -1.9572  0.201
H -2.2527 2.5259 -2.0354  0.180
H 3.9652 -0.2002 -1.2365  0.185
H -2.8100 0.1716 0.2713  0.213
H -0.0395 0.7541 -2.6948  0.204
H -3.3474 1.8124 -0.1573  0.197
H -3.9124 0.5824 -2.4969  0.183
H 2.7169 -2.1055 -0.5971  -0.077
H 1.0585 -1.0310 -0.8271  -0.095
H 1.6295 2.0071 0.2460  0.206

Net charge ... -1
Kohn-Sham gap ... 7.7 eV